# 1
Below is a molecular structure, C11H26CrF3OP2S4, with properties calculated with ωB97M-V with the def2-TZVPD basis set.

The geometry in ORCA input format:
```
! RIJCOSX wB97M-V def2-TZVPD def2/J DEFGRID3
* xyz 0 2
Cr -0.88 -0.04 0.46
S -0.33 2.14 1.00
S -1.82 2.91 2.22
S -2.46 1.30 3.28
S -2.61 -0.20 1.83
C 1.90 -1.38 -1.71
P 0.92 0.06 -1.19
C 2.24 1.27 -0.85
C 0.20 0.65 -2.77
C -0.87 1.71 -2.49
P -2.10 1.00 -1.34
C -3.23 2.35 -0.95
C -3.09 -0.03 -2.47
H 2.55 -1.11 -2.54
H 1.24 -2.19 -2.01
H 2.53 -1.72 -0.89
H 2.90 1.35 -1.72
H 2.82 0.93 0.01
H 1.82 2.24 -0.61
H -0.25 -0.22 -3.25
H 0.98 1.03 -3.43
H -1.36 2.04 -3.40
H -0.43 2.59 -2.00
H -3.66 2.73 -1.88
H -2.71 3.15 -0.42
H -4.03 1.98 -0.31
H -3.39 0.58 -3.33
H -3.98 -0.39 -1.95
H -2.54 -0.90 -2.80
F -1.00 -2.35 -1.54
C -1.52 -1.90 -0.31
F -1.26 -2.95 0.53
F -2.88 -2.02 -0.53
C 2.05 0.69 3.21
C 0.85 -0.22 3.07
O 0.73 -0.76 1.73
C 1.23 -2.11 1.61
C 2.69 -2.24 1.97
H 2.09 1.05 4.24
H 1.95 1.56 2.56
H 2.99 0.19 2.99
H -0.07 0.32 3.26
H 0.90 -1.06 3.76
H 1.06 -2.40 0.58
H 0.60 -2.76 2.24
H 3.31 -1.58 1.36
H 3.00 -3.26 1.77
H 2.90 -2.03 3.01
*
```

Values from the calculation:
Energy: -4129.53777 hartree
Strongest force on any atom: 0.30 eV/A
⟨S²⟩: 0.784

These are the natural (NBO) partial charges, in e, on atoms 1 to 5:
1. Cr 0.182
2. S -0.356
3. S -0.036
4. S -0.055
5. S -0.175

# 2
Below is 2 unconnected molecules or ions with the total composition C2H3F3N2, with properties calculated with ωB97M-V with the def2-TZVPD basis set.

The geometry in ORCA input format:
```
! RIJCOSX wB97M-V def2-TZVPD def2/J DEFGRID3
* xyz 0 1
C -1.47 -0.87 0.11
C 1.54 -0.18 -0.19
N -2.06 1.41 0.28
N -1.71 0.25 0.25
F 2.69 -0.29 -0.74
F 1.46 -1.02 0.87
F 1.21 1.10 0.21
H -1.03 -1.77 0.18
H 0.71 -0.55 -0.84
H -1.34 1.93 -0.12
*
```

Values from the calculation:
Strongest force on any atom: 4.07 eV/A
Energy relative to the best compared isomer or geometry (same formula, charge and spin): 3.5128 eV

These are the natural (NBO) partial charges, in e, on atoms 1 to 5:
1. C -0.056
2. C 0.872
3. N -0.559
4. N 0.042
5. F -0.291

# 3
Below is 2 unconnected molecules or ions with the total composition C2H9N4O, with properties calculated with ωB97M-V with the def2-TZVPD basis set.

The geometry in ORCA input format:
```
! RIJCOSX wB97M-V def2-TZVPD def2/J DEFGRID3
* xyz 1 1
N 2.01 0.46 0.21
C 1.41 0.86 -0.97
N 0.52 1.91 -0.79
O 1.62 0.35 -2.07
H 1.50 0.69 1.04
H 2.35 -0.52 0.18
H 0.88 2.60 -0.17
H 0.35 2.35 -1.68
N -1.96 -0.45 1.28
C -1.14 -1.37 0.82
N -0.99 -1.63 -0.46
H -2.38 0.22 0.67
H -2.00 -0.25 2.25
H -0.53 -1.94 1.57
H -0.23 -2.23 -0.74
H -1.43 -1.04 -1.15
*
```

Values from the calculation:
Strongest force on any atom: 2.21 eV/A
Energy relative to the best compared isomer or geometry (same formula, charge and spin): 0.6874 eV

These are the natural (NBO) partial charges, in e, on atoms 1 to 5:
1. N -0.834
2. C 0.760
3. N -0.867
4. O -0.624
5. H 0.376

# 4
Below is a single C3H2N2O2 molecule, with properties calculated with ωB97M-V with the def2-TZVPD basis set.

The geometry in ORCA input format:
```
! RIJCOSX wB97M-V def2-TZVPD def2/J DEFGRID3
* xyz 0 1
O -1.41 0.22 -1.38
C -1.45 -0.23 -0.27
C -0.17 1.42 0.80
N 0.90 1.09 0.42
C 1.50 -0.08 -0.01
N 0.82 -1.16 -0.10
O -0.48 -1.02 0.37
H -2.29 -0.18 0.43
H 2.56 -0.07 -0.26
*
```

Values from the calculation:
Strongest force on any atom: 1.54 eV/A
Energy relative to the best compared isomer or geometry (same formula, charge and spin): 3.7347 eV

These are the natural (NBO) partial charges, in e, on atoms 1 to 5:
1. O -0.531
2. C 0.613
3. C 0.384
4. N -0.585
5. C 0.204

# 5
Below is a single C11H13NS molecule, with properties calculated with ωB97M-V with the def2-TZVPD basis set.

The geometry in ORCA input format:
```
! RIJCOSX wB97M-V def2-TZVPD def2/J DEFGRID3
* xyz 0 1
C 0.45 -4.03 1.84
C -1.00 -4.22 1.74
C 1.06 -2.78 1.77
C -1.58 -3.11 1.16
C 0.43 -1.66 1.18
C -0.92 -1.91 0.73
C -1.66 1.52 -1.39
C -0.83 2.53 -1.85
C -1.05 0.37 -0.83
C -1.18 3.71 -2.60
C 2.23 -0.06 1.19
N 0.98 -0.57 0.77
S -1.96 -0.70 0.12
H 1.02 -4.92 2.05
H -1.28 -5.15 1.64
H 2.06 -2.62 2.05
H -2.59 -3.06 0.95
H -2.76 1.59 -1.14
H 0.18 2.08 -1.95
H 0.00 0.14 -1.04
H -0.92 4.54 -1.96
H -0.75 3.98 -3.56
H -2.31 3.87 -2.69
H 2.25 0.98 1.04
H 2.73 -0.24 2.16
H 2.93 -0.36 0.36
*
```

Values from the calculation:
Strongest force on any atom: 7.62 eV/A
Energy relative to the best compared isomer or geometry (same formula, charge and spin): 4.1492 eV

These are the natural (NBO) partial charges, in e, on atoms 1 to 5:
1. C -0.163
2. C -0.246
3. C -0.266
4. C -0.169
5. C 0.143

Please write out number 1 again, unchanged.
Below is a molecular structure, C11H26CrF3OP2S4, with properties calculated with ωB97M-V with the def2-TZVPD basis set.

The geometry in ORCA input format:
```
! RIJCOSX wB97M-V def2-TZVPD def2/J DEFGRID3
* xyz 0 2
Cr -0.88 -0.04 0.46
S -0.33 2.14 1.00
S -1.82 2.91 2.22
S -2.46 1.30 3.28
S -2.61 -0.20 1.83
C 1.90 -1.38 -1.71
P 0.92 0.06 -1.19
C 2.24 1.27 -0.85
C 0.20 0.65 -2.77
C -0.87 1.71 -2.49
P -2.10 1.00 -1.34
C -3.23 2.35 -0.95
C -3.09 -0.03 -2.47
H 2.55 -1.11 -2.54
H 1.24 -2.19 -2.01
H 2.53 -1.72 -0.89
H 2.90 1.35 -1.72
H 2.82 0.93 0.01
H 1.82 2.24 -0.61
H -0.25 -0.22 -3.25
H 0.98 1.03 -3.43
H -1.36 2.04 -3.40
H -0.43 2.59 -2.00
H -3.66 2.73 -1.88
H -2.71 3.15 -0.42
H -4.03 1.98 -0.31
H -3.39 0.58 -3.33
H -3.98 -0.39 -1.95
H -2.54 -0.90 -2.80
F -1.00 -2.35 -1.54
C -1.52 -1.90 -0.31
F -1.26 -2.95 0.53
F -2.88 -2.02 -0.53
C 2.05 0.69 3.21
C 0.85 -0.22 3.07
O 0.73 -0.76 1.73
C 1.23 -2.11 1.61
C 2.69 -2.24 1.97
H 2.09 1.05 4.24
H 1.95 1.56 2.56
H 2.99 0.19 2.99
H -0.07 0.32 3.26
H 0.90 -1.06 3.76
H 1.06 -2.40 0.58
H 0.60 -2.76 2.24
H 3.31 -1.58 1.36
H 3.00 -3.26 1.77
H 2.90 -2.03 3.01
*
```

Values from the calculation:
Energy: -4129.53777 hartree
Strongest force on any atom: 0.30 eV/A
⟨S²⟩: 0.784

These are the natural (NBO) partial charges, in e, on atoms 1 to 5:
1. Cr 0.182
2. S -0.356
3. S -0.036
4. S -0.055
5. S -0.175